# 1
Formula: C30H42AsIN5O5SSr
Source: OMol25
Level of theory: wB97M-V/def2-TZVPD

Geometry as ORCA input:
```
! wB97M-V def2-TZVPD RIJCOSX def2/J DEFGRID3
* xyz -1 1
C -0.47786 1.82248 -2.33369
H -0.06622 4.54946 -2.28461
H -2.54994 -8.46566 2.34492
H -0.11317 5.99460 -0.25389
S 2.58546 0.25062 0.39945
N -2.90001 -0.67334 0.04982
C -0.29693 4.93133 -0.17433
C -1.00746 2.26232 2.42533
H -2.84643 1.66578 -1.33260
N -1.21379 0.59740 -2.02824
C -0.74366 -0.74953 5.20796
H 1.14845 -4.70514 0.04811
C -3.09099 1.19825 1.70348
H 2.46182 -3.54595 0.28926
H -3.10884 0.98372 -2.93446
H -2.72294 -1.65875 0.22574
O 2.39981 -1.19112 0.70448
C -0.28075 4.13604 -1.30885
H -4.71259 0.07651 0.85319
H -3.06529 1.94570 0.90881
C -0.63730 -5.29092 3.40556
H -1.50233 -4.45369 0.21146
C -1.09487 -2.84861 1.49751
H 2.40153 -1.56796 -3.41373
H 3.89741 3.16297 0.07210
H -0.07849 -4.41341 3.69906
C -1.30830 -4.14481 1.24235
H -0.56669 4.95297 1.96550
C 1.90927 -4.11270 -0.45809
C -1.93072 -1.40123 4.87181
C -1.98231 -6.46832 1.81927
C -0.74440 2.98502 1.12367
H 1.23997 -4.81406 -3.30132
C -0.93378 -2.26808 2.81895
C 0.44518 -4.12174 -3.01816
O 3.99459 0.62144 0.24522
H -1.73036 0.46090 3.04957
H -0.67408 -0.16023 6.11350
H 0.56607 1.56095 -2.51792
H 3.89211 1.61673 -3.05962
O 1.89876 1.03118 1.46469
H -0.13233 -6.36631 5.18354
H 1.28548 -0.38651 4.59566
C 2.67136 -2.22177 -2.58391
H -1.37307 -8.40787 4.52901
C -0.49643 2.77310 -1.15924
C 0.26537 -1.62792 3.19386
H 3.26450 -1.65184 -1.87041
H -2.79126 -1.32923 5.52828
O 2.48370 3.62328 -2.86182
N -1.72897 1.01438 2.19710
C -1.35632 -7.54514 3.87455
C -3.66934 -0.10170 1.14995
H 2.14569 3.32713 -0.09456
C 3.10546 3.58427 -0.53608
C -2.01392 -7.57529 2.65243
I 3.30086 5.70404 -0.41298
N -0.71677 2.22739 0.03240
H 4.21828 1.49888 -1.37409
H -2.49291 -6.49968 0.86227
As 1.06442 -2.83330 -1.66100
C -0.54104 4.35480 1.06366
C -3.34172 -0.42042 -1.31253
N 4.02896 2.09879 -2.18446
H -2.95363 -2.64594 3.45879
H -0.39848 -4.68863 -2.62238
H 2.58462 -4.76637 -1.01331
Sr -0.19855 -0.40859 0.40210
C 3.16094 3.11411 -1.98042
C -2.02544 -2.14224 3.70738
H -0.98094 -0.11601 -2.70937
H 1.13967 -1.70165 2.55072
H -3.68677 -0.83941 1.95562
O 1.82393 0.49550 -0.87344
C -0.66488 -6.39799 4.24040
H -3.76335 1.58503 2.48522
H -1.53450 2.94156 3.11163
C -1.30787 -5.29763 2.17878
H -4.43101 -0.27837 -1.36977
C -2.65862 0.78471 -1.94966
H -0.86309 2.34038 -3.22285
H -0.03867 2.01293 2.86828
C 0.35066 -0.88218 4.36198
H 0.11263 -3.58499 -3.90815
H 3.25349 -3.06654 -2.95839
H -3.10665 -1.30884 -1.90794
*
```

Calculated values
Max |F|   0.210 eV/A
HOMO-LUMO gap   6.5 eV
Highest occupied orbital energy   -4.35 eV
Energy above the lowest of the compared OMol25 structures with the same formula, charge and spin   5.1 kcal/mol
E_tot   -130096.4526 eV

***

# 2
Formula: C30H42BF3N6O4ReS
Source: OMol25
Level of theory: wB97M-V/def2-TZVPD

Geometry as ORCA input:
```
! wB97M-V def2-TZVPD RIJCOSX def2/J DEFGRID3
* xyz 1 1
H 2.36494 -2.61339 3.51539
H -3.24700 1.57205 1.81028
H 0.01602 -0.68475 -3.48966
H 4.56826 0.49556 1.92752
H -0.04409 -4.84557 1.69029
H 4.07574 3.35548 0.20772
H 2.27728 1.35361 1.64232
C -3.07184 -1.19992 -0.47984
C 1.02195 1.74973 3.98397
C -2.56351 -0.90195 -2.61031
O 1.10641 4.66647 -0.57861
H 0.38259 -0.77789 4.80536
N 1.15411 0.79350 -0.55750
H 1.32992 -3.10604 -2.90479
H 4.93418 0.79997 0.22638
C 1.06540 -2.97430 1.82354
C -5.16692 -1.27286 0.94286
H -5.62168 -1.79835 1.78314
H 1.77587 1.23295 -3.67117
O -0.45518 2.84418 -0.51094
H 0.24076 -2.40502 2.26631
C -3.00827 2.45338 -1.45170
C 2.36016 -2.44152 2.43775
H 1.97703 -4.50485 -0.63769
C 1.81666 1.24847 -2.59401
C -0.46297 -0.09060 4.84391
F -1.81413 5.37070 -0.71235
C -1.17694 1.74779 0.09696
H -1.42831 2.64099 2.94531
N 0.45560 -1.65839 -0.18495
H -1.38449 -0.64678 4.67096
C -2.60702 2.01795 -0.18441
H -6.32210 2.83296 -0.88745
C 1.01771 -2.75093 0.33908
C -5.28410 2.59629 -0.69278
C -1.23536 5.18701 0.46558
H -2.48612 -0.88654 -3.68542
H -1.89820 -1.93393 1.92784
C -2.89949 -1.50830 2.02158
H 2.47380 -1.36986 2.26538
F -2.11958 4.70134 1.32952
H 1.02990 2.25645 4.95088
S 0.19087 4.02472 0.29106
H -2.27084 2.57980 -2.23428
H 3.78156 -0.46181 0.65762
H 1.85450 1.04455 3.96572
N 0.54664 -1.72684 -1.52762
C -4.89105 2.18356 0.56964
H 3.22865 -2.94725 2.01089
H -5.22287 -0.20430 1.13621
C 0.85532 -4.44839 2.16206
H -2.82094 -0.44402 2.26285
C 2.76319 1.75608 -1.73864
C 1.48826 -3.54888 -0.71228
C -3.56009 1.87790 0.81799
C 4.13914 0.53322 0.92524
N -1.53937 -0.45214 -1.86294
C 2.31836 1.42742 -0.44927
O 0.53438 3.59835 1.60686
C 1.16922 -2.86361 -1.86687
H 1.15500 2.49938 3.20851
C -1.49189 1.95022 3.78398
H -5.61913 2.11041 1.36760
H -4.64518 3.04905 -2.69188
H 1.70353 -5.04927 1.82790
H 4.29694 2.96617 1.90905
H -5.76473 -1.48345 0.05600
H 0.76599 -4.57840 3.24077
H -4.50829 -1.77886 -2.07320
H -1.51545 2.53126 4.70764
C 3.01510 1.57820 0.86601
B -0.04412 -0.52601 -2.31021
C -4.34049 2.72196 -1.70630
N -1.86477 -0.63763 -0.54319
C -3.72247 -1.73522 0.76814
H 3.65404 2.29975 -2.00094
Re -0.35858 0.15293 0.73668
H -3.75577 -2.81583 0.58654
H -2.42285 1.38233 3.72688
C -3.55861 -1.36027 -1.78691
N 0.82954 0.67896 -1.87861
O -0.24081 0.29342 2.53142
H 2.78662 3.69531 1.35669
H -0.50644 0.33929 5.84641
C 3.56787 2.98287 1.09809
F -0.76164 6.33872 0.91725
H -3.37299 -1.98385 2.88169
C -0.29830 1.02396 3.82444
*
```

Calculated values
Max |F|   0.399 eV/A
HOMO-LUMO gap   7.5 eV
Highest occupied orbital energy   -11.29 eV
Energy above the lowest of the compared OMol25 structures with the same formula, charge and spin   1.5 kcal/mol
E_tot   -70712.0757 eV

***

# 3
Formula: C30H42Br2N2P2Pd
Source: OMol25
Level of theory: wB97M-V/def2-TZVPD

Geometry as ORCA input:
```
! wB97M-V def2-TZVPD RIJCOSX def2/J DEFGRID3
* xyz 4 5
H 0.38392 -1.26924 -3.16995
H -1.41692 -4.03183 3.37220
N 2.44686 1.54759 1.90783
C -6.49084 1.02718 1.14602
H 0.99014 -4.43352 2.74033
H -1.02582 4.24773 0.24233
H -0.77182 2.69290 -3.05230
C 0.66214 2.59555 -1.38393
H 2.30708 -2.35131 -4.38029
H -1.78130 1.44500 1.31357
C 3.36854 2.38783 1.39241
C -1.39526 0.43831 -1.27254
Br 3.18802 -2.41561 1.70048
H 3.31303 -0.90705 -4.09574
H -3.30743 1.36203 -0.71282
H 4.07157 4.26170 4.17550
C 2.57341 2.71318 3.99867
Br 5.34483 4.46812 1.49736
H 0.31216 -4.92192 -1.92163
H -1.65364 -0.44909 -0.67120
C 1.40649 -0.89719 -3.01237
H -0.99722 3.96721 -1.82933
H -5.14005 0.87717 2.86294
H -2.49995 2.16753 -2.08434
H -7.06543 1.86240 1.56162
H 4.13802 -0.95449 -2.13640
H 0.24948 -3.60279 -3.08501
C -1.36671 -1.92666 2.92132
C 0.82358 -1.03027 2.51578
C 1.02367 -3.07267 -1.11145
C -2.68063 1.20273 -1.59973
H 1.79619 -4.37835 -2.70155
H -4.48281 -1.85038 -0.41266
H 1.33516 0.19743 -2.92453
C 0.84697 -4.03609 -2.28033
H -0.96613 0.17204 2.63471
P 1.94694 -1.51671 -1.37919
C -5.09026 -1.08354 0.06463
H -2.23892 3.85816 1.47232
H -3.27565 0.59976 -2.29651
C 0.56085 -3.42843 2.72285
H 5.31049 -3.19694 -1.81305
H 1.59505 -0.24388 2.56793
H 0.36587 4.03902 -2.94101
C 1.32651 -2.32448 2.34274
H 1.21139 1.15033 3.58792
Pd 1.49133 -0.18555 0.62958
C 3.97786 3.36603 2.20207
C 3.59384 3.52588 3.53678
N -6.83052 0.55953 -0.05295
H 3.75752 -3.94940 -1.42443
C -4.78563 -0.65461 1.37267
C -6.14014 -0.43742 -0.60379
H -6.44456 -0.77659 -1.59808
H 4.04315 -3.27664 -3.04775
H 1.48404 2.11600 -1.94364
P -0.06627 1.27816 -0.31461
C -2.77287 -1.72016 2.74621
H 1.86068 -0.79526 -5.10679
C -0.55463 -0.82326 2.73002
C -5.46033 0.45550 1.90698
C 4.22458 -3.12419 -1.97598
C 2.01737 1.75234 3.16577
C -1.72407 3.47371 0.58129
C 3.74938 -1.76069 -1.50007
C -1.02728 2.16921 0.97119
H 1.49240 -3.57029 -0.25282
C 2.28285 -1.26666 -4.20908
C -0.25503 3.35499 -2.35165
H 2.16635 2.76849 5.01225
H 1.13275 3.30434 -0.67890
H 4.14464 -1.57903 -0.49080
C -0.78926 -3.20189 3.06906
C -3.74354 -1.25896 2.15631
H 0.03313 -2.75620 -0.75676
H -0.92360 0.08092 -2.19871
H 3.64123 2.28637 0.34137
H -2.49059 3.32744 -0.19182
H -0.33635 2.35945 1.80345
*
```

Calculated values
Max |F|   4.254 eV/A
HOMO-LUMO gap (alpha / beta)   7.2 / 3.7 eV
⟨S²⟩   6.0346
Highest occupied orbital energy (alpha / beta)   -18.85 / -18.85 eV
Energy above the lowest of the compared OMol25 structures with the same formula, charge and spin   15.8 kcal/mol
E_tot   -196867.4332 eV

***

# 4
Formula: C30H42Br2N2P2Pd
Source: OMol25
Level of theory: wB97M-V/def2-TZVPD

Geometry as ORCA input:
```
! wB97M-V def2-TZVPD RIJCOSX def2/J DEFGRID3
* xyz 4 5
H 1.75846 -2.76016 0.14438
C 3.14125 0.74244 0.90846
C -0.24125 2.93652 -0.17530
C 2.61710 -2.09846 0.33929
C 0.94007 3.31342 -0.85093
H -2.24188 -0.96141 -3.92085
C -0.47825 -2.32629 -2.09035
H -3.66158 0.07133 -3.70183
H -2.37344 4.23227 0.31099
C -0.48192 0.27208 3.65839
C 4.62195 0.37452 1.03444
H 4.78192 -0.56320 1.58253
C -2.95074 3.42278 0.76135
H 3.74120 0.45700 -3.32138
C 2.97509 4.61697 -0.86515
C 0.26091 -2.27756 4.37991
C -2.97811 1.13673 1.55666
H 3.73948 5.19906 -0.35209
H 0.43733 -2.59753 -1.53768
H 2.07069 -0.98761 -2.30740
C -4.29579 3.55236 1.10252
H 5.14136 0.31504 0.06817
H 4.04412 1.35572 -1.83635
P -1.51213 -1.35335 -0.94733
H 0.36214 2.64153 -2.86618
H -0.41378 -4.08080 -3.31905
C -2.53969 -0.19075 -1.89529
C 2.12275 3.88167 -2.87943
C 3.75931 0.36797 -2.22634
H 1.97186 4.02848 0.94743
H 3.68000 -2.63548 -1.50965
H 1.63933 0.71315 -2.06687
H 0.42460 -2.57180 2.21788
H -1.90150 -3.32587 0.33142
H 4.01620 -3.64347 -0.09941
Pd -0.30381 -0.13913 0.63165
H -3.69074 -3.47974 -1.47996
H -0.71911 1.28566 3.31912
C -1.14101 -3.57094 -2.67547
H -1.91425 0.70550 -2.03367
H -3.70747 -1.59199 -3.11038
H -4.86713 0.43093 2.34067
C -4.31997 1.24904 1.89561
H -1.44529 -4.27952 -1.89475
C -3.84678 -2.90497 -0.55797
H 5.11361 1.17126 1.60763
H -3.36672 0.12244 -1.24008
C -4.96289 2.44386 1.62865
C -0.48805 -0.08025 5.00753
Br -6.83124 2.55499 2.01511
H -2.01001 -3.32474 -3.30051
N -0.19210 -0.64283 2.72290
C 0.18462 -1.89514 3.03900
H -4.81834 4.49117 0.94630
N 3.05466 4.54797 -2.19441
Br 0.86502 -4.02914 4.78496
C 1.97158 3.97961 -0.14056
C -2.53324 -2.46109 0.07490
H 2.21617 3.88237 -3.96538
H -2.45966 0.20268 1.75480
C 1.07385 3.20534 -2.26199
C 3.83767 -2.61098 -0.42408
P 2.02856 -0.39301 0.00251
H 3.02264 1.72233 0.41927
H -2.72115 -1.92488 1.01985
C -0.93537 2.01471 0.40705
C -2.29724 2.19476 0.94722
H 4.75126 -2.04305 -0.20747
H -0.12390 -1.69777 6.40792
C -3.05918 -0.71477 -3.23261
C 2.36196 -0.06742 -1.77909
H 2.70174 0.84202 1.91267
H -0.16211 -1.63983 -2.89229
H -4.50697 -2.05395 -0.76900
H -0.79459 0.66781 5.73037
H -4.36848 -3.55815 0.15174
C -0.12064 -1.37814 5.37539
H 4.54737 -0.35843 -1.98221
H 2.79967 -2.13191 1.42413
*
```

Calculated values
Max |F|   4.053 eV/A
HOMO-LUMO gap (alpha / beta)   6.5 / 3.1 eV
⟨S²⟩   6.0723
Highest occupied orbital energy (alpha / beta)   -18.64 / -19.24 eV
Energy above the lowest of the compared OMol25 structures with the same formula, charge and spin   0.0 kcal/mol
E_tot   -196868.1171 eV

***

# 5
Formula: C30H42CdN2O2P2
Source: OMol25
Level of theory: wB97M-V/def2-TZVPD

Geometry as ORCA input:
```
! wB97M-V def2-TZVPD RIJCOSX def2/J DEFGRID3
* xyz 0 1
C 3.36781 2.46995 6.33534
H 2.56560 4.49760 6.50741
H -4.28794 -0.97533 -3.40272
H 1.25338 -0.44288 -6.41004
C -2.19443 1.40787 5.65234
H -0.97389 -2.05221 -6.39058
H 1.14850 2.73430 -1.47197
H 2.59567 2.60263 -2.61110
H 0.73408 -2.46242 -6.59847
O 1.55804 3.71680 0.13875
H 2.37988 0.18919 3.96048
H 2.57675 -1.61903 -3.55103
C 1.80422 -2.33813 -3.83628
C 1.61168 2.19322 4.19003
H -2.21434 -1.22748 -1.36714
C -2.36142 0.60588 -2.47708
H 1.54171 -2.93867 -2.95645
H -2.29061 0.95095 6.64502
H -2.11633 1.23189 -1.57833
H -2.13204 1.37946 -5.89053
C -1.68223 -0.75196 -2.22092
C 2.83909 -1.34238 -0.46760
C 0.77717 0.96881 2.05289
O 0.67230 -0.23134 2.27944
C -3.86333 -1.23087 -4.39394
C 1.52109 2.85258 -2.50875
H -4.63262 0.70292 -4.94411
H 3.89896 0.40622 5.92641
N 1.14363 1.52165 0.85161
N 0.63968 3.25148 2.23614
C 2.55139 3.54758 5.96710
C 0.69624 -0.04477 -5.54418
H -2.47895 -2.81992 -4.98785
C -2.04114 1.29657 -3.78920
C -3.14028 2.64959 3.79590
H -3.96717 3.15811 3.31791
P 0.43069 1.79323 -3.50644
C 2.43506 1.12702 4.52418
C 0.55873 2.10324 3.10212
C 1.46200 1.08601 -4.89532
H -0.29694 0.29523 -5.89715
H 0.94269 4.19973 4.67565
H -4.27760 1.96996 5.51082
C -1.89396 2.66661 3.17197
H 2.42540 0.74513 -4.50213
Cd 2.26792 0.62671 -1.18922
C -2.59981 -1.96634 -4.32841
H -0.80587 3.00218 -5.32762
H -1.13098 -2.68687 -2.92710
C -2.50437 0.87765 -5.00753
H -0.07959 0.96035 5.52131
C -1.62805 -1.79952 -3.36609
H -3.44592 0.44154 -2.44697
H 0.88464 3.50564 -5.25011
C -3.29487 2.00187 5.02763
C 0.01039 3.22802 -4.64111
H -0.32126 -3.52776 -5.63400
C 1.16882 2.90263 0.97346
C -0.94646 1.41186 5.02032
H 1.92099 -1.92879 -0.28877
H -4.57038 -1.86644 -4.96247
C -3.76388 0.06018 -5.21834
H -1.74038 3.20017 2.23803
C -0.81353 2.03572 3.77178
C -0.10218 -2.48409 -5.88411
H -2.03844 2.43144 -3.66393
H 3.47709 -1.84660 -1.21969
H 2.17582 -2.99334 -4.63410
H 0.87383 4.18341 2.55182
C 1.64343 3.39570 4.91046
P 0.33142 -1.46276 -4.40425
H -3.89230 -0.18018 -6.28858
H 1.62179 1.82262 -5.69077
H -0.24033 4.13643 -4.08659
H 3.36353 -1.23959 0.49825
H -0.66728 -0.58505 -1.79622
H 4.04268 2.56979 7.20454
C 3.30534 1.26846 5.61989
H 1.38020 3.92716 -2.72214
*
```

Calculated values
Max |F|   2.838 eV/A
HOMO-LUMO gap (alpha / beta)   5.4 / 5.4 eV
Highest occupied orbital energy (alpha / beta)   -6.28 / -6.28 eV
E_tot   -62002.7168 eV